No. 1
{
  "formula": "C18H33FO18",
  "method": "the ωB97M-V functional and the def2-TZVPD basis",
  "symbols": ["O", "C", "O", "C", "C", "F", "O", "H", "H", "H", "C", "O", "C", "O", "O", "C", "H", "H", "H", "H", "H", "H", "C", "O", "C", "O", "O", "C", "H", "H", "H", "H", "H", "H", "C", "O", "C", "O", "O", "C", "H", "H", "H", "H", "H", "H", "C", "O", "C", "O", "O", "C", "H", "H", "H", "H", "H", "H", "C", "O", "C", "O", "O", "C", "H", "H", "H", "H", "H", "H"],
  "positions_angstrom": [[8.373, 9.350, 11.230], [7.196, 9.328, 10.959], [6.774, 8.684, 9.976], [5.351, 8.822, 9.783], [4.928, 9.517, 11.059], [4.566, 8.492, 11.887], [6.147, 10.023, 11.555], [5.118, 9.454, 8.926], [4.839, 7.862, 9.713], [4.142, 10.236, 10.827], [4.419, 13.048, 8.006], [4.274, 11.658, 7.643], [4.986, 11.179, 6.621], [5.717, 11.817, 5.839], [4.757, 9.835, 6.617], [4.994, 9.127, 5.401], [5.317, 13.212, 8.603], [3.572, 13.275, 8.654], [4.282, 13.698, 7.142], [4.475, 9.553, 4.543], [4.496, 8.162, 5.497], [6.066, 9.096, 5.203], [-2.083, 6.554, 9.095], [-0.882, 6.353, 8.391], [0.191, 5.952, 9.120], [0.173, 5.717, 10.345], [1.255, 5.870, 8.275], [2.417, 5.668, 8.958], [-2.161, 5.619, 9.649], [-2.828, 6.652, 8.305], [-2.133, 7.472, 9.681], [2.842, 6.619, 9.278], [3.112, 5.093, 8.347], [2.377, 4.976, 9.799], [8.660, 16.298, 6.974], [8.791, 15.021, 7.509], [8.195, 14.531, 8.657], [7.404, 15.043, 9.436], [8.449, 13.308, 8.722], [8.066, 12.514, 9.822], [9.250, 16.377, 6.060], [9.258, 16.782, 7.746], [7.639, 16.671, 7.048], [8.223, 11.473, 9.539], [6.996, 12.574, 10.024], [8.734, 12.668, 10.669], [3.635, 7.980, 19.296], [3.179, 8.052, 17.947], [3.881, 8.886, 17.080], [4.912, 9.437, 17.278], [3.154, 8.964, 15.841], [3.806, 9.592, 14.762], [3.363, 8.873, 19.857], [4.698, 7.776, 19.431], [3.109, 7.232, 19.889], [3.021, 9.690, 14.013], [4.672, 9.106, 14.313], [3.984, 10.662, 14.866], [14.858, 10.817, 9.674], [13.897, 10.129, 10.430], [13.166, 9.118, 9.847], [13.160, 8.810, 8.667], [12.214, 8.774, 10.713], [11.148, 7.971, 10.364], [14.305, 11.458, 8.988], [15.407, 10.038, 9.146], [15.541, 11.457, 10.232], [10.909, 8.557, 9.477], [10.400, 7.963, 11.158], [11.447, 6.964, 10.073]],
  "atomic_forces_ev_per_a": [[-1.519, 0.766, 0.861], [2.411, 1.918, 2.473], [-2.496, -2.864, -4.136], [-0.030, 0.607, -0.178], [1.514, -1.276, -0.981], [-0.898, 0.332, 0.803], [0.017, 0.552, 0.361], [0.402, -0.254, -0.200], [0.429, -0.013, -0.139], [0.087, 0.233, 1.062], [-0.674, 0.052, 0.113], [0.290, 0.157, 0.123], [1.634, 0.901, -1.875], [-2.288, -1.940, 2.281], [-0.259, 1.085, -0.119], [-0.060, 0.005, -0.488], [0.184, 0.095, -0.519], [-0.016, -0.314, 0.060], [0.641, -0.131, -0.045], [0.158, 0.629, 0.122], [0.584, -0.144, 0.433], [-0.151, -0.331, -0.060], [-0.523, -0.823, -0.230], [2.466, 0.250, -0.161], [-1.167, 0.051, 1.806], [0.257, 0.693, -3.645], [-2.786, 0.063, 0.526], [2.921, -1.225, 0.899], [-0.981, 0.499, 0.569], [-0.128, -0.267, 0.197], [0.459, -0.232, 0.285], [0.143, -0.076, 0.039], [0.097, 0.642, -0.670], [-0.765, 0.424, 0.382], [0.838, 1.205, 2.628], [-0.641, -3.494, 0.924], [-2.349, 3.569, -0.731], [0.962, 1.218, -0.976], [2.210, -4.074, -0.907], [-0.160, -1.018, 0.206], [-0.773, -0.310, -0.194], [-0.152, 1.665, -0.430], [0.069, 0.011, -0.697], [0.278, 0.131, -0.378], [0.174, 0.603, 0.393], [-0.451, 0.416, 0.157], [0.110, 0.471, 1.113], [0.615, 0.933, -1.498], [-1.892, -0.877, -1.292], [0.091, 0.015, 0.271], [1.196, -0.875, 3.213], [-0.716, 1.271, -1.198], [0.325, 0.490, -0.373], [0.033, 0.186, -0.511], [-0.288, -0.523, -0.933], [-0.056, -0.788, -0.272], [-0.069, -0.277, 0.551], [0.646, -0.006, 1.007], [-0.105, -0.533, -1.617], [-0.980, -1.476, 1.362], [-1.375, 1.801, -1.224], [0.845, -0.016, 1.403], [3.333, 0.896, 2.818], [-0.412, 0.071, -2.060], [0.304, 0.002, -0.369], [0.356, 0.496, -0.409], [-0.395, -0.455, 0.673], [-1.834, -1.021, -0.444], [0.258, 0.273, -0.236], [0.053, -0.047, 0.083]],
  "smiles": "O=C1OC[C@@H](F)O1.COC(=O)OC.COC(=O)OC.COC(=O)OC.COC(=O)OC.COC(=O)OC",
  "energy_ev": -58769.973,
  "multiplicity": 1
}

No. 2
{
  "formula": "C18H33NO22S4",
  "method": "the ωB97M-V functional and the def2-TZVPD basis",
  "symbols": ["C", "O", "C", "C", "C", "C", "O", "C", "O", "O", "N", "C", "C", "O", "C", "C", "O", "H", "H", "H", "H", "H", "H", "H", "H", "H", "H", "H", "H", "H", "H", "H", "H", "H", "O", "S", "O", "O", "C", "C", "O", "H", "H", "H", "H", "O", "S", "O", "O", "C", "C", "O", "H", "H", "H", "H", "O", "S", "O", "O", "C", "C", "O", "H", "H", "H", "H", "O", "S", "O", "O", "C", "C", "O", "H", "H", "H", "H"],
  "positions_angstrom": [[6.404, 1.059, -1.886], [5.309, 1.712, -1.245], [5.321, 3.119, -1.477], [3.873, 3.559, -1.768], [3.411, 3.153, -3.199], [2.071, 3.805, -3.603], [1.058, 3.669, -2.578], [0.484, 2.430, -2.664], [1.000, 1.515, -2.146], [-0.664, 2.394, -3.437], [-1.810, 2.085, -2.737], [-2.350, 3.114, -1.908], [-3.906, 3.197, -1.865], [-1.728, 3.877, -1.245], [-1.947, 0.748, -2.282], [-1.348, -0.383, -3.130], [-2.555, 0.500, -1.285], [6.120, 0.660, -2.876], [7.287, 1.713, -1.996], [6.708, 0.229, -1.224], [5.795, 3.691, -0.657], [5.914, 3.341, -2.391], [3.761, 4.658, -1.704], [3.200, 3.063, -1.050], [4.241, 3.414, -3.884], [3.286, 2.057, -3.229], [1.759, 3.371, -4.569], [2.257, 4.880, -3.765], [-4.258, 3.894, -1.078], [-4.340, 2.212, -1.610], [-4.332, 3.455, -2.849], [-1.930, -1.297, -2.964], [-0.295, -0.527, -2.853], [-1.393, -0.079, -4.190], [-0.502, -3.226, -4.301], [-0.648, -4.587, -3.915], [-1.124, -5.584, -4.805], [-1.525, -4.623, -2.569], [-0.784, -5.265, -1.519], [0.670, -4.993, -1.850], [0.740, -5.087, -3.282], [-1.004, -6.335, -1.550], [-1.070, -4.867, -0.555], [1.346, -5.706, -1.387], [0.962, -3.980, -1.567], [-5.815, 7.330, 3.076], [-4.559, 6.723, 3.338], [-3.923, 6.809, 4.603], [-3.523, 7.199, 2.194], [-3.015, 6.048, 1.516], [-4.080, 5.003, 1.609], [-4.637, 5.163, 2.918], [-2.110, 5.726, 2.036], [-2.772, 6.296, 0.485], [-3.682, 4.000, 1.473], [-4.871, 5.188, 0.876], [0.602, -4.636, 0.893], [1.717, -3.976, 1.491], [2.968, -4.619, 1.666], [1.240, -3.357, 2.889], [1.458, -1.941, 2.887], [1.347, -1.525, 1.433], [1.964, -2.591, 0.706], [2.460, -1.750, 3.280], [0.722, -1.445, 3.516], [1.846, -0.581, 1.227], [0.302, -1.458, 1.119], [0.756, -6.579, 5.655], [-0.104, -5.508, 5.303], [0.344, -4.388, 4.545], [-0.830, -4.982, 6.644], [-2.250, -5.077, 6.499], [-2.469, -6.230, 5.542], [-1.413, -6.114, 4.584], [-2.614, -4.137, 6.077], [-2.720, -5.245, 7.465], [-3.438, -6.186, 5.050], [-2.363, -7.192, 6.049]],
  "atomic_forces_ev_per_a": [[0.229, -0.490, 0.561], [0.740, 0.468, -0.349], [-0.614, 0.330, -0.960], [-0.240, -0.044, -0.340], [0.156, -0.499, 0.865], [1.603, 0.330, -0.482], [-0.725, -0.337, -1.359], [0.922, 2.049, 0.432], [-0.275, -1.904, 0.618], [0.517, 0.684, -0.142], [-0.432, -0.713, 0.358], [-2.874, 0.229, 0.710], [0.034, -0.863, -0.060], [1.509, 0.436, -0.112], [0.744, -1.459, -1.016], [-0.060, 1.148, -0.434], [-0.742, 0.413, 0.913], [0.042, 0.193, 0.319], [-0.397, -0.129, 0.033], [-0.168, 0.209, -0.442], [-0.314, -0.412, -0.025], [-0.137, -0.094, 0.430], [0.151, -0.406, 0.303], [0.257, 0.447, -0.075], [-0.707, 0.026, -0.108], [0.208, 0.357, -0.041], [-0.273, 0.209, 0.401], [-0.490, -0.344, 0.257], [0.571, -0.223, -0.660], [0.373, 0.308, -0.169], [0.345, 0.097, 0.347], [0.225, 0.361, 0.046], [-0.381, -0.038, -0.102], [0.150, -0.362, 0.370], [-0.219, -0.057, -0.256], [0.253, -0.214, 0.692], [0.093, 0.239, -0.190], [0.357, 0.247, -0.353], [0.076, -0.530, 0.111], [0.014, 0.456, 0.295], [-0.576, -0.229, -0.220], [0.035, 0.016, -0.017], [-0.138, 0.178, -0.171], [0.018, -0.079, -0.259], [-0.032, -0.039, 0.047], [0.114, 0.090, 0.184], [0.210, -0.257, -0.432], [-0.226, 0.014, 0.016], [-0.718, -0.288, 0.233], [1.033, -0.038, -0.071], [-0.611, -0.069, -0.469], [0.355, 0.441, 0.240], [0.027, -0.006, -0.086], [-0.039, 0.171, 0.073], [-0.083, -0.029, 0.264], [-0.005, -0.064, 0.011], [0.329, -0.191, 0.335], [-0.018, 0.875, 0.617], [-0.169, -0.229, -0.324], [0.683, 0.805, -2.220], [0.432, 0.290, 0.063], [-0.574, 0.221, 0.083], [0.237, -0.383, 0.221], [-0.027, 0.036, -0.013], [-0.093, -0.261, 0.026], [0.172, -0.167, -0.153], [0.014, 0.058, 0.035], [0.136, 0.227, -0.036], [-0.413, 0.046, 0.146], [-0.751, -1.313, 1.556], [0.103, -0.432, -0.251], [-0.350, 0.314, -0.197], [-0.056, -0.400, 0.385], [0.166, 0.531, 0.113], [-0.038, -0.034, 0.007], [0.234, -0.012, 0.067], [0.153, 0.055, -0.214], [-0.055, 0.031, 0.026]],
  "smiles": "COCCCCOC(=O)ON(C(C)=O)C(C)=O.O=S1(=O)OCCO1.O=S1(=O)OCCO1.O=S1(=O)OCCO1.O=S1(=O)OCCO1",
  "energy_ev": -109070.240,
  "multiplicity": 1
}

No. 3
{
  "formula": "C18H34FN2",
  "method": "the ωB97M-V functional and the def2-TZVPD basis",
  "symbols": ["C", "C", "F", "C", "C", "C", "C", "C", "C", "N", "C", "C", "C", "C", "H", "H", "H", "H", "H", "H", "H", "H", "H", "H", "H", "H", "H", "H", "H", "H", "H", "H", "H", "C", "C", "N", "C", "C", "C", "C", "H", "H", "H", "H", "H", "H", "H", "H", "H", "H", "H", "H", "H", "H", "H"],
  "positions_angstrom": [[4.276, -3.979, -1.157], [4.047, -2.405, -1.137], [3.199, -1.996, -0.067], [3.477, -1.996, -2.569], [3.044, -0.461, -2.658], [1.454, -0.306, -2.655], [0.866, 0.186, -1.257], [-0.186, -0.787, -0.575], [-1.247, -1.426, -1.552], [-0.885, -2.814, -1.944], [0.292, -3.520, -1.727], [0.351, -4.875, -2.249], [-1.028, -4.993, -2.853], [-1.726, -3.735, -2.626], [3.285, -4.495, -1.340], [4.784, -4.364, -0.234], [4.890, -4.193, -2.082], [5.067, -1.940, -1.035], [2.683, -2.713, -2.923], [4.354, -2.120, -3.284], [3.477, 0.025, -1.727], [1.202, 0.508, -3.409], [1.025, -1.273, -3.036], [1.736, 0.260, -0.535], [0.447, 1.226, -1.353], [-0.779, -0.149, 0.156], [0.343, -1.543, 0.076], [-2.213, -1.505, -0.965], [-1.441, -0.773, -2.450], [1.129, -3.020, -1.182], [1.205, -5.579, -2.202], [-1.359, -5.919, -3.373], [-2.776, -3.561, -2.967], [-2.159, 5.691, 3.592], [-2.535, 4.215, 3.593], [-2.590, 3.629, 2.264], [-3.239, 2.325, 2.230], [-2.573, 1.177, 2.992], [-1.378, 3.745, 1.461], [-0.084, 3.171, 2.039], [-2.816, 6.264, 2.933], [-2.258, 6.099, 4.600], [-1.126, 5.848, 3.276], [-3.529, 4.138, 4.049], [-1.846, 3.671, 4.254], [-3.383, 2.020, 1.189], [-4.255, 2.446, 2.627], [-1.681, 0.816, 2.480], [-3.265, 0.333, 3.058], [-2.304, 1.457, 4.012], [-1.210, 4.806, 1.249], [-1.553, 3.299, 0.477], [0.079, 3.465, 3.078], [0.768, 3.541, 1.462], [-0.058, 2.083, 1.975]],
  "atomic_forces_ev_per_a": [[-0.574, 0.616, -0.116], [0.500, -1.396, -1.969], [0.678, -0.581, -0.710], [0.620, 1.482, 0.377], [-0.666, -1.197, 0.515], [1.309, 0.927, 0.066], [0.240, -0.696, 0.248], [-0.189, 1.115, 0.257], [-0.105, -0.115, 1.163], [-0.242, -3.089, -1.262], [1.892, -0.865, 0.334], [-3.478, 3.504, 0.044], [1.268, 1.802, 1.225], [0.913, -2.134, -0.662], [1.029, 0.488, 0.485], [-0.478, 0.204, -0.830], [-0.444, 0.247, 1.123], [-1.177, -0.012, 0.358], [0.564, 0.582, 0.431], [-0.749, -0.312, 0.878], [-0.551, -0.286, -0.857], [-0.071, -0.959, 0.692], [0.057, 0.876, 0.414], [-0.926, -0.008, -0.822], [0.082, -0.933, 0.062], [0.520, -0.761, -0.700], [-0.672, 0.580, -0.964], [0.914, -0.008, -0.818], [0.462, -0.793, 0.785], [-0.953, -0.428, -0.675], [-0.920, 0.733, -0.049], [-0.160, 1.143, 0.451], [1.280, 0.322, 0.572], [0.109, 0.037, -0.020], [0.046, 0.084, -0.043], [-0.256, -0.121, -0.220], [-0.238, -0.024, 0.098], [0.035, -0.194, -0.062], [0.171, 0.301, -0.015], [0.182, -0.101, -0.109], [0.046, -0.084, -0.024], [0.020, -0.052, -0.030], [-0.057, 0.018, -0.012], [0.014, -0.210, -0.145], [0.024, 0.033, 0.114], [0.166, 0.136, -0.008], [0.077, 0.137, 0.056], [0.001, 0.029, 0.088], [0.010, 0.028, -0.009], [0.011, 0.025, -0.042], [-0.077, 0.005, 0.101], [-0.170, -0.096, 0.146], [-0.061, -0.005, -0.014], [-0.057, -0.038, 0.014], [0.032, 0.040, 0.091]],
  "energy_ev": -24911.119,
  "multiplicity": 1,
  "total_charge": -1
}